ORCA calculation (ωB97M-V/def2-TZVPD) on one molecule with the formula C6H10O3.

Summary:
SMILES string: CC(C)(C)OC(O)=C=O
LUMO in Ha: 0.022
Max |F| in hartree/bohr: 0.029
Total charge: 0
HOMO level in eV: -8.02

Geometry (Å):
1 C -0.707 0.736 -1.827
2 C -0.066 0.260 -0.525
3 C 1.128 -0.653 -0.810
4 C 0.386 1.520 0.313
5 O -1.105 -0.430 0.158
6 C -0.792 -1.032 1.344
7 O -1.805 -1.849 1.800
8 C 0.136 -0.621 2.197
9 O 1.078 -0.672 2.909
10 H -0.887 -0.105 -2.494
11 H -0.052 1.449 -2.322
12 H -1.659 1.214 -1.609
13 H 1.647 -0.941 0.102
14 H 1.838 -0.141 -1.454
15 H 0.791 -1.556 -1.316
16 H 0.803 1.317 1.298
17 H 1.178 2.012 -0.243
18 H -0.460 2.195 0.409
19 H -1.451 -2.704 2.070

***

ORCA calculation (ωB97M-V/def2-TZVPD) on C13H37N3O4Pd as an isolated structure.

Summary:
2S+1: 3
LUMO (alpha / beta) in Ha: -0.183 / -0.263
Max |F| in hartree/bohr: 0.065
Total charge: +2
HOMO level (alpha / beta) in eV: -15.24 / -16.08

Geometry (Å):
1 Pd 0.253 0.195 0.005
2 C 3.332 1.885 0.449
3 O 2.052 1.458 1.015
4 H 3.674 2.904 0.633
5 H 4.227 1.440 0.885
6 H 3.308 1.766 -0.634
7 H 2.165 1.655 1.948
8 C -0.552 3.397 -2.912
9 C -0.649 2.207 -1.864
10 C -1.590 1.034 -2.227
11 O -1.632 0.057 -1.236
12 C -2.804 -0.844 -1.387
13 N 0.664 1.736 -1.598
14 H 0.351 4.007 -2.906
15 H -1.437 4.033 -2.872
16 H -0.760 3.006 -3.908
17 H -1.065 2.640 -0.954
18 H -1.272 0.755 -3.231
19 H -2.537 1.551 -2.381
20 H -2.948 -1.262 -0.390
21 H -2.625 -1.574 -2.175
22 H -3.720 -0.269 -1.523
23 H 1.003 1.401 -2.488
24 H 1.155 2.598 -1.411
25 C 1.655 -3.016 -2.731
26 C 0.757 -2.152 -1.847
27 C 0.111 -2.963 -0.792
28 O -0.577 -2.103 0.156
29 C -1.183 -2.865 1.217
30 N 1.571 -1.030 -1.230
31 H 2.242 -2.512 -3.498
32 H 1.186 -3.791 -3.337
33 H 2.412 -3.531 -2.139
34 H 0.010 -1.694 -2.495
35 H 0.977 -3.482 -0.382
36 H -0.498 -3.761 -1.216
37 H -0.414 -3.548 1.580
38 H -1.933 -3.560 0.839
39 H -1.698 -2.164 1.874
40 H 2.030 -0.570 -2.003
41 H 2.365 -1.605 -0.985
42 C -1.793 2.099 3.541
43 C -0.731 1.496 2.702
44 C -0.120 0.200 3.178
45 O 0.456 -0.595 2.137
46 C 1.195 -1.704 2.619
47 N -1.196 1.312 1.313
48 H -1.374 2.596 4.416
49 H -2.296 1.306 4.094
50 H -2.587 2.715 3.120
51 H 0.166 2.086 2.515
52 H -0.888 -0.361 3.710
53 H 0.724 0.272 3.864
54 H 0.742 -2.394 3.331
55 H 2.115 -1.463 3.151
56 H 1.480 -2.225 1.706
57 H -1.406 2.291 1.177
58 H -2.096 0.937 1.577

***

ORCA calculation (ωB97M-V/def2-TZVPD) on C26H40NO4P2PtS as an isolated structure.

Summary:
2S+1: 5
LUMO (alpha / beta) in Ha: -0.093 / -0.196
Max |F| in hartree/bohr: 0.027
Total charge: +1
HOMO level (alpha / beta) in eV: -11.00 / -11.95

Geometry (Å):
1 Pt -0.102 1.346 0.656
2 C 2.629 3.662 -0.967
3 C 1.576 3.230 -1.990
4 C 0.472 4.281 -2.138
5 P 0.792 1.628 -1.525
6 C -0.253 1.129 -2.978
7 C 0.551 1.172 -4.277
8 C -0.867 -0.255 -2.760
9 C 2.116 0.386 -1.432
10 C 3.328 0.505 -2.087
11 C 4.325 -0.463 -1.963
12 C 5.635 -0.323 -2.674
13 C 4.070 -1.569 -1.147
14 C 2.865 -1.724 -0.502
15 C 1.849 -0.757 -0.638
16 N 0.638 -0.817 -0.022
17 C -0.106 -1.911 0.239
18 C 0.129 -3.170 -0.363
19 C -0.703 -4.236 -0.121
20 C -1.813 -4.115 0.720
21 C -2.710 -5.282 0.996
22 C -2.062 -2.869 1.302
23 C -1.254 -1.774 1.067
24 P -1.521 -0.169 1.906
25 C -1.503 -0.697 3.678
26 C -2.179 0.278 4.643
27 C -0.052 -0.994 4.071
28 C -3.221 0.476 1.549
29 C -3.333 0.917 0.086
30 C -4.360 -0.466 1.923
31 H 3.146 4.547 -1.338
32 H 3.369 2.884 -0.779
33 H 2.160 3.915 -0.022
34 H 2.058 3.067 -2.957
35 H -0.061 4.400 -1.193
36 H -0.241 4.026 -2.923
37 H 0.918 5.242 -2.393
38 H -1.058 1.867 -3.019
39 H 1.441 0.544 -4.199
40 H 0.853 2.184 -4.546
41 H -0.060 0.783 -5.093
42 H -0.106 -1.033 -2.861
43 H -1.634 -0.439 -3.511
44 H -1.323 -0.343 -1.773
45 H 3.521 1.377 -2.700
46 H 5.750 0.669 -3.108
47 H 5.711 -1.059 -3.478
48 H 6.469 -0.506 -1.996
49 H 4.845 -2.312 -1.006
50 H 2.715 -2.560 0.169
51 H 0.953 -3.273 -1.054
52 H -0.500 -5.186 -0.600
53 H -2.666 -6.015 0.192
54 H -3.744 -4.963 1.124
55 H -2.404 -5.785 1.917
56 H -2.923 -2.768 1.952
57 H -2.069 -1.634 3.669
58 H -1.691 1.245 4.619
59 H -2.097 -0.122 5.654
60 H -3.238 0.410 4.422
61 H 0.539 -0.078 4.031
62 H 0.402 -1.734 3.409
63 H -0.017 -1.381 5.089
64 H -3.258 1.365 2.187
65 H -3.331 0.052 -0.581
66 H -2.507 1.583 -0.196
67 H -4.261 1.467 -0.072
68 H -4.400 -1.319 1.246
69 H -5.308 0.068 1.835
70 H -4.281 -0.827 2.949
71 O 0.087 3.551 1.185
72 S 0.707 2.909 2.397
73 O 1.284 3.808 3.329
74 O -0.382 2.041 2.960
75 O 1.701 1.913 1.810

***

ORCA calculation (ωB97M-V/def2-TZVPD) on C2H8N4O as an isolated structure.

Summary:
LUMO in Ha: 0.006
Max |F| in hartree/bohr: 0.123
Total charge: 0
HOMO level in eV: -8.49

Geometry (Å):
1 C 2.410 -0.529 0.004
2 C -0.109 -0.476 -0.055
3 H 2.344 -0.444 1.351
4 H 2.262 0.752 -0.502
5 H 3.088 -1.382 -0.683
6 H -1.480 -2.052 -0.472
7 H -2.091 1.017 -0.520
8 H -2.932 -0.191 0.882
9 H -1.544 0.974 0.328
10 H 1.083 2.266 0.008
11 N 1.102 -1.064 -0.172
12 N -1.374 -1.196 0.048
13 N -2.504 -0.306 -0.302
14 N -0.471 0.864 0.412
15 O 0.215 1.766 -0.326

***

Which value of max |F| does entry 3 give? 0.027 hartree/bohr